C16H13Cl3NO4 | ωB97M-V/def2-TZVPD

Atoms and positions in Å:
C (2.36964, -3.86993, 1.27939)
C (1.50234, -2.85593, 1.89066)
C (-0.01357, -2.77940, 1.52906)
C (-0.74017, -1.84832, 2.52492)
C (-2.23678, -1.85400, 2.35084)
C (-2.59037, -2.29587, 0.96366)
O (-2.09675, -3.69526, 0.73892)
C (-0.85588, -4.02485, 1.19551)
O (-0.45287, -5.18973, 1.25823)
O (1.96467, -1.91293, 2.51619)
H (1.81782, -4.79925, 1.16721)
H (2.75374, -3.51440, 0.31715)
H (3.20888, -4.05342, 1.94849)
H (-0.56445, -2.24303, 3.52543)
H (-0.23644, -0.86899, 2.47664)
H (-2.72564, -2.52554, 3.06296)
H (-2.59961, -0.86240, 2.61143)
H (-3.67273, -2.32599, 0.79554)
H (-2.13149, -1.58818, 0.25783)
Cl (0.09958, -2.22448, -0.08050)
C (1.60669, 1.35359, -1.78037)
Cl (2.48304, -0.12904, -2.06141)
C (0.18092, 1.35259, -2.20612)
O (-0.53395, 0.35449, -2.29847)
C (-0.32301, 2.79071, -2.28942)
C (0.30381, 3.73096, -1.38834)
C (0.10885, 5.11768, -1.65121)
C (-0.36773, 5.48390, -2.91988)
C (-0.92274, 4.45028, -3.72913)
N (-1.05869, 3.17084, -3.34521)
C (1.10674, 3.17362, -0.30335)
Cl (1.15037, 3.97120, 1.23587)
C (1.80830, 1.95937, -0.55292)
H (0.54536, 5.90297, -1.01349)
H (-0.21553, 6.46496, -3.40688)
H (-1.20008, 4.63642, -4.78113)
H (2.52769, 1.54737, 0.16191)

## Properties
Orbital gap ... 5.870 eV
Energy above the lowest of the compared OMol25 structures with the same formula, charge and spin ... 0.0 kJ/mol
HOMO level ... -3.134 eV
Net charge ... -1
Maximum force ... 3.583 eV/Å

Mulliken population analysis, charges in e, atoms 1 to 5: -1.18, 0.13, 1.12, -0.95, -0.48

***

C16H13Cl4O3 | ωB97M-V/def2-TZVPD

Atoms and positions in Å:
C (0.84797, 0.97190, 3.64085)
C (0.46641, -0.34491, 2.94978)
C (1.68138, -1.27906, 2.93191)
C (-0.65448, -0.99764, 3.77223)
C (-0.05613, -0.01856, 1.53861)
C (0.44877, -0.59208, 0.36334)
C (-0.06962, -0.22737, -0.88744)
C (-1.11330, 0.71679, -0.97057)
O (-1.79679, 1.12707, -2.11812)
C (-1.32500, 0.82505, -3.39410)
Cl (-2.56554, 1.54303, -4.53255)
C (-0.00699, 1.63295, -3.59457)
O (-0.03262, 2.84389, -3.44357)
C (1.18544, 0.82506, -3.90382)
Cl (2.61369, 1.74597, -4.10716)
C (1.16130, -0.54331, -4.01891)
Cl (2.62059, -1.42291, -4.17549)
C (-0.11972, -1.36416, -3.98743)
O (-0.10959, -2.58070, -4.20084)
C (-1.29431, -0.63269, -3.62817)
Cl (-2.71788, -1.45480, -3.21772)
C (-1.64347, 1.25674, 0.20728)
C (-1.12012, 0.88020, 1.42686)
H (-0.02255, 1.62718, 3.74119)
H (1.23396, 0.77696, 4.64516)
H (1.62526, 1.49027, 3.06941)
H (1.42725, -2.25968, 2.50974)
H (2.50915, -0.83291, 2.36740)
H (2.03102, -1.43794, 3.96050)
H (-0.98178, -1.93816, 3.31616)
H (-0.30650, -1.21748, 4.78687)
H (-1.51535, -0.32796, 3.85656)
H (1.25155, -1.33320, 0.38991)
H (0.35340, -0.70863, -1.77136)
H (-2.46994, 1.95832, 0.14059)
H (-1.53545, 1.29279, 2.33744)

## Properties
Orbital gap ... 6.103 eV
SMILES string ... CC(C)(C)c1ccc(O[C@@]2(Cl)C(=O)C(Cl)=C(Cl)C([O-])=C2Cl)cc1
Energy above the lowest of the compared OMol25 structures with the same formula, charge and spin ... 0.0 kJ/mol
HOMO level ... -3.810 eV
Net charge ... -1
Maximum force ... 2.932 eV/Å

Mulliken population analysis, charges in e, atoms 1 to 5: -1.58, 2.09, -2.05, -1.56, 0.48

***

C16H13F3N4O3S3 | ωB97M-V/def2-TZVPD

Atoms and positions in Å:
C (2.47659, 4.51752, 1.40684)
C (1.53820, 3.40845, 1.72611)
C (0.25089, 3.53706, 2.12187)
S (-0.57854, 2.03793, 2.39434)
C (0.84389, 1.16273, 1.95784)
C (1.09170, -0.20154, 1.86402)
S (-0.16798, -1.39487, 2.16432)
C (0.61586, -2.82878, 1.35963)
C (0.45046, -2.67480, -0.13308)
O (0.71675, -1.65953, -0.74183)
N (0.02359, -3.78773, -0.78672)
N (-0.25531, -3.72331, -2.15153)
S (-1.86904, -3.24590, -2.45084)
O (-2.66723, -4.19188, -1.73259)
O (-1.99937, -3.12179, -3.86492)
C (-2.04399, -1.64418, -1.65467)
C (-2.74281, -1.56796, -0.46775)
C (-2.83692, -0.35031, 0.18891)
C (-2.21386, 0.76399, -0.34286)
C (-1.49802, 0.66102, -1.53162)
C (-0.79232, 1.88749, -2.04077)
F (-0.10052, 1.68158, -3.16293)
F (0.07476, 2.37470, -1.13366)
F (-1.65073, 2.89310, -2.29760)
C (-1.41758, -0.54597, -2.20859)
N (2.29551, -0.63907, 1.54973)
C (3.23825, 0.25728, 1.28279)
N (3.11384, 1.55986, 1.29359)
C (1.91275, 2.03082, 1.63343)
H (2.05084, 5.47848, 1.68161)
H (3.41653, 4.36549, 1.93278)
H (2.69114, 4.51172, 0.33948)
H (-0.29225, 4.44881, 2.27965)
H (1.67507, -2.77168, 1.62041)
H (0.15020, -3.72839, 1.75241)
H (-0.38844, -4.58985, -0.33318)
H (0.40787, -3.10532, -2.60929)
H (-3.20450, -2.46248, -0.07984)
H (-3.37620, -0.27312, 1.11915)
H (-2.27171, 1.71511, 0.16361)
H (-0.87651, -0.63939, -3.13656)
H (4.20916, -0.14527, 1.02831)

## Properties
Orbital gap ... 8.845 eV
SMILES string ... Cc1csc2c(SCC(=O)NNS(=O)(=O)c3cccc(C(F)(F)F)c3)ncnc12
HOMO level ... -8.758 eV
Maximum force ... 1.060 eV/Å

Mulliken population analysis, charges in e, atoms 1 to 5: -1.22, 0.56, -0.42, -0.14, -0.17

***

C16H13F5O6S | ωB97M-V/def2-TZVPD

Atoms and positions in Å:
O (-1.54228, -0.44947, -0.84354)
C (-1.05452, -1.54896, -1.17738)
C (-1.74283, -2.29193, -2.43177)
C (-1.75834, -3.72031, -2.55689)
C (-1.01950, -4.55606, -1.39346)
O (-1.43325, -5.73156, -1.19442)
C (0.15189, -3.88191, -0.55458)
C (1.27419, -4.71721, 0.11044)
S (1.39752, -6.56533, 0.03387)
O (1.53058, -6.93002, -1.43132)
O (2.64848, -6.95665, 0.75697)
F (0.03765, -7.32105, 0.70338)
C (2.38288, -3.98140, 0.90237)
C (2.35608, -2.42565, 0.97482)
C (1.25430, -1.55388, 0.28289)
C (1.39100, 0.02527, 0.41060)
F (2.80381, 0.28192, 0.60258)
F (1.03964, 0.74180, -0.76447)
C (0.69446, 0.63235, 1.74563)
F (1.13279, 1.99682, 1.90772)
F (-0.71982, 0.65248, 1.67671)
C (0.13804, -2.31503, -0.46627)
H (-2.25792, -1.69798, -3.25119)
H (-2.28425, -4.23627, -3.44102)
H (3.23668, -4.55692, 1.41745)
H (3.20893, -1.94747, 1.57617)
H (1.00037, 0.07919, 2.69344)
C (-0.40256, 6.59129, 1.16352)
C (-1.63631, 6.29366, 0.33572)
O (-1.28299, 5.68673, -0.91570)
C (-1.10496, 4.36194, -1.09078)
C (-0.95019, 3.48465, 0.11847)
O (-0.99434, 3.90866, -2.20727)
H (0.13414, 5.67743, 1.42609)
H (-0.67396, 7.11036, 2.08552)
H (0.29320, 7.21701, 0.59898)
H (-2.36773, 5.68742, 0.87528)
H (-2.13734, 7.23261, 0.08825)
H (0.10607, 3.41199, 0.37912)
H (-1.32713, 2.48956, -0.12681)
H (-1.52248, 3.82195, 0.98090)

## Properties
Orbital gap ... 7.717 eV
SMILES string ... O=C1C=CC(=O)c2c(S(=O)(=O)F)ccc(C(F)(F)C(F)F)c21.CCOC(C)=O
HOMO level ... -9.973 eV
Maximum force ... 5.794 eV/Å

Mulliken population analysis, charges in e, atoms 1 to 5: -0.46, 0.39, -0.43, -0.45, 0.36

***

C16H13FN6 | ωB97M-V/def2-TZVPD

Atoms and positions in Å:
F (1.79617, -0.19445, 6.43892)
C (1.42853, 1.07846, 6.19753)
C (-0.03724, 1.20826, 5.89298)
N (-0.32567, 0.74708, 4.51148)
C (-1.00747, -0.44643, 4.43058)
C (-0.99252, -0.78164, 3.11897)
C (-0.37723, 0.26326, 2.37861)
C (-0.40606, 0.33969, 0.95650)
C (-1.07415, -0.56569, 0.16371)
N (-1.02025, -0.59606, -1.14116)
C (-0.18595, 0.33800, -1.68964)
N (0.03248, 0.33258, -3.05395)
C (0.94642, 1.23109, -3.70257)
C (1.26776, 0.86537, -4.88842)
C (0.44457, -0.35587, -5.07075)
C (0.48896, -1.22665, -6.18496)
C (-0.36318, -2.33046, -6.11523)
N (-0.99321, -2.64491, -4.99580)
C (-1.10265, -1.84630, -3.92306)
C (-0.29222, -0.68296, -3.98846)
N (0.34893, 1.37364, -1.04795)
C (0.24616, 1.39284, 0.28870)
N (-0.01049, 1.20712, 3.22745)
H (1.79049, 1.69546, 6.97587)
H (2.03507, 1.36700, 5.37074)
H (-0.52440, 0.59493, 6.61382)
H (-0.42078, 2.21817, 6.06686)
H (-1.40913, -1.08851, 5.23375)
H (-1.47186, -1.69989, 2.68382)
H (-1.72533, -1.31631, 0.48907)
H (1.39600, 2.19883, -3.31846)
H (1.80277, 1.28758, -5.74507)
H (0.99284, -0.92758, -7.05537)
H (-0.21442, -3.14247, -6.88591)
H (-1.80083, -2.05515, -3.08056)
H (0.73790, 2.16196, 0.84795)

## Properties
Orbital gap ... 8.451 eV
SMILES string ... FCCn1ccc(-c2cnc(-n3ccc4ccncc43)nc2)n1
Energy above the lowest of the compared OMol25 structures with the same formula, charge and spin ... 0.0 kJ/mol
HOMO level ... -8.121 eV
Maximum force ... 5.060 eV/Å

Mulliken population analysis, charges in e, atoms 1 to 5: -0.29, -0.38, -0.53, 0.63, -0.26

***

C16H14AuClF3N2S2 | ωB97M-V/def2-TZVPD

Atoms and positions in Å:
Au (0.27995, -0.14868, -0.13285)
C (-0.73364, 3.45850, 0.76840)
C (0.54620, 2.95361, 1.35251)
N (0.99409, 1.73820, 1.19338)
C (2.19624, 1.53917, 1.84095)
C (2.66535, 2.62897, 2.49263)
S (1.57339, 3.92586, 2.31191)
C (2.80092, 0.19834, 1.77281)
C (3.94105, -0.22871, 2.36561)
S (4.20176, -1.87511, 2.00971)
C (2.77542, -1.92875, 1.08555)
N (2.14993, -0.78052, 1.04546)
C (2.29215, -3.16578, 0.40299)
H (-1.33111, 2.60681, 0.44528)
H (-0.54265, 4.10870, -0.08652)
H (-1.30714, 4.02613, 1.49972)
H (3.56916, 2.73099, 3.07208)
H (4.62288, 0.32886, 2.98797)
H (2.96599, -4.00452, 0.56228)
H (2.21151, -2.98655, -0.66999)
H (1.30598, -3.43127, 0.78428)
F (-1.43674, -0.09277, 2.18749)
C (-1.20614, -0.95505, 1.19614)
F (-2.35497, -1.18506, 0.56291)
F (-0.77729, -2.10417, 1.72739)
Cl (-5.68912, -1.32975, -2.24446)
C (-4.02206, -0.94208, -2.27064)
C (-3.08691, -1.96586, -2.45321)
C (-1.75367, -1.65940, -2.46366)
C (-1.30864, -0.31585, -2.29791)
C (0.07159, 0.00452, -2.34532)
C (-2.29475, 0.70035, -2.13001)
C (-3.62761, 0.39197, -2.11101)
H (-3.42805, -2.98426, -2.57820)
H (-1.01842, -2.44256, -2.60361)
H (0.35730, 1.03911, -2.51653)
H (0.75057, -0.74410, -2.74113)
H (-1.97345, 1.73097, -2.03268)
H (-4.37908, 1.15976, -1.98973)

## Properties
2S+1 ... 3
Orbital gap (spin up / spin down) ... 8.414 / 6.595 eV
HOMO level (spin up / spin down) ... -10.963 / -11.759 eV
Net charge ... +1
Maximum force ... 0.372 eV/Å

Mulliken population analysis, charges in e, atoms 1 to 5: 0.89, -1.00, 0.39, -0.01, -0.16

***

C16H14BCl5N6Ti | ωB97M-V/def2-TZVPD

Atoms and positions in Å:
H (2.16512, -2.18554, -0.96111)
N (1.30438, -0.20303, -0.94414)
B (0.36783, 2.06467, -1.68663)
N (1.29153, 0.83055, -1.87659)
C (2.04721, 0.47692, -2.92261)
Ti (-0.19982, 0.20041, 0.98996)
H (2.15456, 1.18462, -3.73126)
C (2.55697, -0.81790, -2.69512)
H (3.27409, -1.30292, -3.33724)
C (2.02084, -1.25843, -1.49766)
H (0.53744, 2.88684, -2.53193)
C (-1.74243, 0.32649, 2.26598)
H (-1.17659, -0.30702, 2.92545)
H (-2.64942, -0.17580, 1.91387)
H (-1.89118, 1.32360, 2.68980)
N (0.65688, 2.68255, -0.28050)
N (-1.12532, 1.63149, -1.66358)
N (0.58240, 1.88544, 0.85339)
N (-1.54086, 0.74898, -0.67558)
C (1.17060, 3.87987, 0.04478)
C (-2.16696, 1.99273, -2.43726)
H (1.30154, 4.61642, -0.73951)
H (-2.02797, 2.68519, -3.25316)
C (1.43685, 3.88359, 1.42805)
C (-3.31002, 1.34185, -1.94616)
C (1.08585, 2.63182, 1.91098)
C (-2.86745, 0.56295, -0.86864)
H (1.84312, 4.70769, 1.98798)
H (-4.29727, 1.41569, -2.32283)
H (1.21722, 2.18095, 2.88392)
H (-3.43837, -0.08725, -0.22128)
H (1.58629, 0.15476, 0.00003)
Cl (-2.58491, -2.76562, -0.31385)
C (-1.22014, -3.11098, 0.68734)
C (-0.28515, -2.13186, 1.02373)
C (0.84997, -2.38848, 1.70309)
Cl (1.90595, -0.64730, 2.05043)
C (1.13145, -3.69443, 2.15968)
Cl (2.60487, -4.07376, 2.95398)
C (0.16964, -4.73793, 1.91646)
Cl (0.41619, -6.33312, 2.50646)
C (-1.00976, -4.42708, 1.17208)
Cl (-2.14518, -5.64761, 0.83922)

## Properties
2S+1 ... 3
Orbital gap (spin up / spin down) ... 4.505 / 8.498 eV
Energy above the lowest of the compared OMol25 structures with the same formula, charge and spin ... 384.4 kJ/mol
HOMO level (spin up / spin down) ... -4.975 / -8.907 eV
Maximum force ... 5.580 eV/Å

Mulliken population analysis, charges in e, atoms 1 to 5: 0.47, 0.71, 0.14, -0.41, -0.18

***

C16H14Cl12N2O4 | ωB97M-V/def2-TZVPD

Atoms and positions in Å:
O (2.00379, -3.10516, -4.67042)
N (2.00122, -2.55384, -3.57846)
O (1.20785, -1.66541, -3.29184)
C (2.97664, -3.02014, -2.53659)
C (2.85196, -2.46685, -1.28765)
C (3.71700, -2.97143, -0.27551)
C (4.65344, -3.93816, -0.55196)
C (4.69652, -4.44663, -1.82951)
C (3.82627, -4.04792, -2.78663)
H (2.18492, -1.66012, -1.02871)
H (3.62046, -2.51456, 0.70324)
H (5.30590, -4.26274, 0.21896)
H (5.40322, -5.20835, -2.11753)
H (3.82950, -4.41943, -3.78769)
O (0.71713, 0.34484, 2.75037)
N (-0.40257, 0.84236, 2.51875)
O (-0.97483, 1.56222, 3.36329)
C (-0.99745, 0.68066, 1.22555)
C (-0.42641, -0.15140, 0.26234)
C (-0.98350, -0.25944, -1.00568)
C (-2.12634, 0.50884, -1.29561)
C (-2.61236, 1.44027, -0.39680)
C (-2.06503, 1.53921, 0.88459)
H (0.45167, -0.76516, 0.45265)
H (-0.50082, -0.89278, -1.72649)
H (-2.62206, 0.40510, -2.26338)
H (-3.52552, 2.02300, -0.59572)
H (-2.45714, 2.31238, 1.55304)
Cl (0.13208, 3.48843, -2.04297)
C (-0.58638, 3.91678, -3.59902)
Cl (-1.92594, 5.05644, -3.36947)
Cl (-1.04729, 2.48770, -4.49679)
H (0.20856, 4.38344, -4.16481)
Cl (-1.62225, -3.58465, -1.51707)
C (-3.32396, -3.35710, -1.17895)
Cl (-4.12598, -2.65082, -2.53199)
Cl (-3.56090, -2.35304, 0.27008)
H (-3.75691, -4.30956, -0.95608)
Cl (2.76056, 3.80214, 3.14849)
C (1.52288, 3.33762, 4.33102)
Cl (0.16395, 4.50306, 4.35407)
Cl (2.18444, 3.15256, 5.97358)
H (1.13148, 2.39269, 4.07826)
Cl (-3.44443, 4.98544, 4.92870)
C (-3.48159, 3.26019, 4.53943)
Cl (-4.65637, 2.93491, 3.21069)
Cl (-3.79311, 2.27480, 5.95669)
H (-2.53232, 2.96962, 4.15958)

## Properties
Orbital gap ... 8.960 eV
SMILES string ... O=[N+]([O-])c1ccccc1.O=[N+]([O-])c1ccccc1.ClC(Cl)Cl.ClC(Cl)Cl.ClC(Cl)Cl.ClC(Cl)Cl
Energy above the lowest of the compared OMol25 structures with the same formula, charge and spin ... 0.0 kJ/mol
HOMO level ... -10.081 eV
Maximum force ... 2.830 eV/Å

Mulliken population analysis, charges in e, atoms 1 to 5: -0.59, 0.99, -0.60, -0.13, -0.17